19
Properties=species:S:1:pos:R:3:forces:R:3:lowdin_charge:R:1 method="wB97M-V/def2-TZVPD" homo_energy_ha="-0.907 / -0.907" spin_multiplicity=8 total_charge=+4
Cr -0.446 -0.360 -3.967 -4.0 0.6 3.9 0.726
Pm 0.596 -0.199 -0.489 -1.5 -1.9 1.5 1.585
Cl -1.176 -1.878 -2.307 1.1 1.2 -1.3 0.295
Cl -0.783 1.540 -1.913 0.5 -1.2 -1.3 0.140
C 1.718 1.845 0.222 3.4 7.7 2.5 -0.032
C 0.345 -1.858 -4.844 4.2 -8.3 -3.0 -0.017
C 0.289 1.205 -4.924 4.3 6.6 -5.0 0.013
O 2.141 2.887 0.539 -2.4 -6.0 -1.8 0.240
O 0.824 -2.879 -5.141 -2.8 6.0 1.5 0.334
O 0.809 2.062 -5.522 -3.2 -4.9 3.6 0.321
C 0.107 0.653 3.363 0.2 0.3 0.7 0.048
C -0.531 -0.463 2.636 -1.4 -1.2 2.8 -0.438
N -1.261 -1.367 3.271 1.4 1.6 -1.5 0.319
O -0.386 -0.588 1.372 1.1 0.2 -3.0 -0.250
H -0.147 0.580 4.438 0.3 0.3 -0.5 0.132
H -0.243 1.630 2.984 0.0 -0.4 0.1 0.128
H 1.213 0.610 3.269 -0.5 -0.1 0.0 0.127
H -1.679 -2.121 2.752 -0.3 -0.3 0.1 0.164
H -1.390 -1.298 4.261 -0.2 -0.1 0.7 0.167



38
Properties=species:S:1:pos:R:3:forces:R:3:nbo_charge:R:1 method="wB97M-V/def2-TZVPD" homo_energy_ha=-0.437 total_charge=+1
Lu 11.961 6.102 10.682 -0.1 0.7 0.2 1.806
O 10.548 5.455 16.234 -0.4 -0.5 3.2 -0.617
C 11.245 5.424 15.150 0.9 0.4 -2.4 0.387
C 12.652 5.552 15.115 -0.6 0.2 -0.1 -0.347
C 13.226 5.767 13.875 0.3 -0.6 0.9 0.093
N 12.509 5.758 12.779 -1.7 0.3 -1.0 -0.678
C 11.115 5.627 12.766 0.9 -0.5 0.0 -0.265
Br 12.643 8.485 9.952 -0.1 -0.1 0.0 -0.540
C 10.482 5.382 13.970 1.7 0.4 -0.4 -0.312
H 11.127 5.382 17.022 -0.5 0.2 -0.4 0.492
H 13.198 5.561 16.053 0.2 0.1 -0.3 0.229
H 14.275 5.924 13.692 0.4 0.0 0.5 0.201
H 9.437 5.232 14.035 -0.9 0.0 0.2 0.224
C 14.957 4.983 7.455 -1.7 0.0 0.1 -0.278
O 13.817 5.195 8.483 1.3 -0.6 -2.2 -0.436
C 14.051 5.395 9.710 1.1 -0.6 0.4 0.237
C 15.449 5.366 10.193 0.7 1.7 -0.7 -0.794
H 14.507 4.492 6.582 0.0 0.2 0.6 0.229
H 15.798 4.475 7.849 0.2 -1.0 0.6 0.205
H 15.330 5.943 7.214 -0.1 1.2 -0.4 0.214
H 15.456 5.153 11.215 0.0 -1.2 1.7 0.262
H 15.656 6.449 10.355 -0.1 0.0 -0.5 0.303
H 16.358 4.985 9.670 -1.1 0.0 0.2 0.246
N 8.330 4.389 8.932 -1.7 0.3 3.2 -0.483
C 9.160 4.833 9.900 1.4 -0.5 -1.5 0.258
N 10.283 5.305 9.332 -0.7 0.1 0.9 -0.643
C 10.059 5.296 7.958 0.0 0.7 0.0 0.092
C 10.860 5.750 6.886 0.0 -0.8 0.5 -0.207
C 10.377 5.583 5.614 -2.6 1.0 -0.9 -0.201
C 8.994 5.091 5.432 1.5 0.3 -0.1 -0.174
C 8.296 4.541 6.470 -1.8 0.9 0.4 -0.223
C 8.778 4.820 7.749 1.3 -1.7 -2.1 0.105
H 7.411 4.037 9.202 0.3 0.1 -0.6 0.439
H 8.983 4.732 10.954 0.0 0.0 0.1 0.245
H 11.823 6.151 7.142 0.3 0.3 -0.3 0.229
H 10.780 6.096 4.712 0.2 -0.7 1.0 0.238
H 8.474 5.249 4.488 0.5 -0.5 -0.1 0.234
H 7.241 4.178 6.436 1.0 0.2 -0.6 0.229



45
Properties=species:S:1:pos:R:3:forces:R:3:nbo_charge:R:1 method="wB97M-V/def2-TZVPD" homo_energy_ha="-0.271 / -0.250" spin_multiplicity=2
V -1.098 -0.213 -0.020 -0.5 0.2 0.2 1.231
O -1.316 -1.877 2.666 -0.2 0.1 -0.1 -1.022
P 0.120 -1.405 2.175 0.1 -0.3 0.0 2.549
O 1.216 -1.834 3.034 0.0 0.0 0.0 -1.086
O -0.014 0.049 1.717 0.0 0.3 -0.2 -1.174
O 0.265 -2.137 0.675 -0.1 -0.1 0.1 -1.129
P -0.787 -2.965 -0.257 0.1 0.0 0.0 2.566
O -1.178 -4.278 0.527 0.0 0.1 0.0 -0.971
O -0.006 -3.284 -1.485 0.0 -0.1 0.0 -1.138
O -1.977 -2.032 -0.389 0.1 0.1 0.1 -1.143
H -1.985 -1.165 2.539 0.0 -0.1 0.0 0.547
H -1.742 -4.076 1.289 0.0 0.0 0.0 0.523
N 1.841 -1.413 -1.776 0.0 0.0 0.0 -0.745
C 1.512 -0.602 -2.982 0.0 0.0 0.0 -0.228
C 0.538 0.532 -2.704 0.0 -0.1 0.0 -0.227
N -0.761 0.065 -2.184 0.2 0.1 0.0 -0.870
H 2.713 -1.918 -1.909 0.0 0.0 0.0 0.415
H 1.095 -2.169 -1.612 0.0 0.0 0.0 0.477
H 1.947 -0.795 -0.936 0.0 0.0 0.0 0.468
H 1.111 -1.285 -3.733 0.0 0.0 0.0 0.215
H 2.432 -0.169 -3.373 0.0 0.0 0.0 0.219
H 0.414 1.072 -3.645 0.0 0.0 0.0 0.208
H 0.966 1.226 -1.979 0.0 0.0 0.0 0.231
H -1.081 -0.748 -2.706 -0.1 0.0 0.0 0.390
H -1.434 0.822 -2.325 0.0 0.0 0.0 0.405
O -2.941 0.419 2.126 0.0 0.0 0.0 -0.653
C -2.901 1.424 1.421 -0.1 -0.1 0.0 0.689
C -3.516 2.769 1.751 0.0 0.0 -0.1 -0.510
C -3.163 3.627 0.533 0.0 0.0 0.0 -0.510
C -2.410 2.675 -0.389 0.0 -0.1 0.0 0.690
O -1.976 2.935 -1.498 0.0 0.0 0.0 -0.639
N -2.283 1.453 0.211 0.2 -0.2 0.0 -0.769
H -3.095 3.137 2.686 0.0 0.0 0.0 0.241
H -4.589 2.647 1.902 0.0 0.0 0.0 0.240
H -2.509 4.465 0.774 0.0 0.0 0.0 0.238
H -4.028 4.031 0.009 0.0 0.0 0.0 0.238
C 3.884 -0.571 1.509 0.0 0.0 0.0 -0.650
C 3.465 0.690 0.783 0.0 0.0 0.0 -0.058
O 2.169 0.575 0.183 0.0 0.0 -0.1 -0.786
H 4.881 -0.433 1.931 0.0 0.0 0.0 0.214
H 3.924 -1.429 0.832 0.0 0.0 0.0 0.190
H 3.192 -0.822 2.313 0.0 0.0 0.0 0.258
H 4.152 0.921 -0.034 0.0 0.0 0.0 0.166
H 3.470 1.544 1.464 0.0 0.0 0.0 0.176
H 1.483 0.542 0.884 0.1 -0.1 0.0 0.522



65
Properties=species:S:1:pos:R:3:forces:R:3:nbo_charge:R:1 method="wB97M-V/def2-TZVPD" homo_energy_ha=-0.450 total_charge=+1
O 2.116 2.664 -1.774 -0.7 -0.5 1.0 -0.909
S 2.360 2.258 -3.099 0.3 0.5 -0.1 2.362
O 3.583 2.639 -3.686 0.8 -0.2 -1.0 -0.904
F 1.221 2.909 -3.969 0.1 -0.7 0.1 -0.463
C 2.054 0.433 -3.273 -1.0 0.1 -0.2 -0.311
C 3.331 -0.351 -3.553 -1.0 0.2 -0.9 -0.265
N 4.127 -0.741 -2.348 0.1 -0.4 -0.1 -0.393
C 5.085 0.261 -1.838 1.5 0.2 1.2 0.746
F 4.515 1.182 -1.103 -1.2 0.2 0.6 -0.270
F 5.688 0.884 -2.813 0.2 -0.2 -1.6 -0.262
C 6.227 -0.370 -0.952 0.4 1.5 -0.5 0.913
F 5.841 -0.575 0.273 -0.8 -1.0 0.9 -0.280
F 7.162 0.546 -0.896 0.7 0.8 -0.1 -0.278
F 6.756 -1.427 -1.524 -0.3 -1.3 -0.3 -0.297
C 3.207 -1.317 -1.295 -1.4 -0.7 0.0 -0.253
C 1.989 -0.467 -1.003 -0.8 0.8 0.6 -0.283
N 1.212 -0.091 -2.218 1.7 0.2 0.4 -0.568
H 1.455 0.356 -4.190 0.3 0.2 -0.1 0.281
H 3.007 -1.289 -4.013 0.1 0.0 0.3 0.263
H 3.905 0.174 -4.317 0.4 0.0 0.5 0.291
H 4.701 -1.540 -2.649 0.1 0.2 0.0 0.467
H 2.841 -2.252 -1.734 0.2 0.1 -0.1 0.243
H 3.730 -1.599 -0.382 0.3 0.4 -0.2 0.265
H 1.315 -1.069 -0.359 0.5 0.2 -0.5 0.278
H 2.216 0.433 -0.418 0.4 -0.2 -0.1 0.221
H 0.589 0.672 -1.962 -0.4 -0.5 0.1 0.401
C -3.392 -3.967 0.517 -0.2 -0.2 -0.4 -0.640
C -2.033 -3.624 -0.036 -0.6 -0.1 0.4 0.065
C -1.477 -2.321 0.478 0.2 0.1 0.3 -0.098
O -0.637 -1.891 -0.613 -0.4 -0.3 -0.2 -0.537
C -1.160 -2.451 -1.752 -0.2 -0.1 -0.2 0.976
O -0.832 -2.155 -2.855 0.1 0.0 0.0 -0.581
O -2.092 -3.378 -1.453 0.5 0.3 0.0 -0.479
H -4.144 -3.254 0.175 0.1 0.1 0.1 0.225
H -3.708 -4.950 0.167 0.1 0.0 0.0 0.227
H -3.379 -3.975 1.604 0.1 0.0 0.0 0.252
H -1.336 -4.449 0.134 0.1 0.1 -0.1 0.184
H -0.890 -2.449 1.385 0.1 0.1 -0.1 0.209
H -2.240 -1.561 0.653 -0.1 -0.1 0.0 0.203
C 1.647 5.239 -0.826 -0.4 0.1 0.2 -0.620
C 1.151 6.653 -0.635 0.3 -0.5 -0.1 0.058
C 2.226 7.641 -0.255 0.1 0.3 -0.1 -0.094
O 1.498 8.609 0.505 -0.1 -0.3 0.0 -0.488
C 0.417 7.976 1.038 -0.1 0.1 0.1 0.966
O -0.290 8.436 1.869 0.0 0.0 0.0 -0.555
O 0.263 6.739 0.487 0.1 0.3 0.0 -0.497
H 2.001 4.822 0.118 0.1 0.1 0.0 0.221
H 0.837 4.599 -1.168 0.0 0.1 -0.1 0.223
H 2.452 5.199 -1.558 0.0 0.1 0.0 0.215
H 0.607 6.985 -1.524 0.0 0.1 0.0 0.183
H 2.693 8.107 -1.121 -0.1 0.2 0.1 0.205
H 3.003 7.210 0.382 -0.1 -0.1 0.0 0.182
C -7.562 -4.126 5.599 -0.1 0.4 0.2 -0.629
C -6.738 -3.704 4.406 -0.4 -0.3 0.5 0.063
C -5.684 -4.702 3.998 0.0 -0.2 -0.2 -0.095
O -4.679 -3.861 3.415 -0.2 0.1 0.3 -0.512
C -4.801 -2.632 3.987 0.0 0.2 0.1 0.973
O -4.004 -1.759 3.865 0.1 -0.1 -0.1 -0.581
O -5.943 -2.545 4.709 0.3 -0.1 -0.4 -0.483
H -6.946 -4.173 6.498 0.1 -0.1 -0.1 0.226
H -8.349 -3.397 5.793 0.0 -0.1 0.0 0.234
H -8.025 -5.098 5.430 0.0 0.0 -0.1 0.226
H -7.392 -3.453 3.565 0.1 0.0 -0.1 0.187
H -6.050 -5.424 3.271 0.1 0.1 -0.1 0.207
H -5.243 -5.238 4.842 -0.1 0.1 0.1 0.190